No. 1
The following is a DFT calculation (ωB97M-V/def2-TZVPD) of a molecular structure, C26H32AsN5OSY.

```
67
Properties=species:S:1:pos:R:3
Y 1.388 0.375 0.842
C -0.826 -1.044 5.967
N -0.418 -0.121 4.919
C -0.820 1.258 5.180
C 0.265 -0.407 3.809
N 0.670 0.525 2.965
N 0.528 -1.745 3.540
C 1.407 -2.350 2.669
N 1.712 -3.615 2.972
N 1.876 -1.756 1.600
H -1.905 -0.972 6.105
H -0.340 -0.771 6.907
H -0.589 -2.085 5.770
H -1.575 1.261 5.961
H -1.266 1.708 4.290
H 0.016 1.868 5.528
H 0.515 1.453 3.365
H 0.106 -2.388 4.201
H 1.414 -4.070 3.819
H 2.303 -4.167 2.371
H 2.559 -2.367 1.143
C -4.746 0.641 1.951
C -3.892 1.735 1.990
C -2.733 1.732 1.234
C -2.441 0.639 0.417
C -3.311 -0.447 0.355
C -4.458 -0.442 1.134
As -0.801 0.745 -0.659
C -1.360 1.838 -2.179
C -1.568 3.207 -2.196
C -2.051 3.795 -3.360
C -2.309 3.013 -4.477
C -2.112 1.640 -4.452
C -1.636 1.020 -3.301
C -1.353 -0.414 -3.131
C -1.497 -1.423 -4.079
C -1.113 -2.719 -3.767
C -0.550 -3.033 -2.536
C -0.407 -2.043 -1.572
C -0.843 -0.759 -1.862
H -5.643 0.639 2.550
H -4.133 2.592 2.602
H -2.058 2.589 1.249
H -3.100 -1.279 -0.310
H -5.128 -1.285 1.095
H -1.351 3.813 -1.321
H -2.220 4.861 -3.392
H -2.670 3.482 -5.379
H -2.326 1.055 -5.333
H -1.907 -1.209 -5.054
H -1.246 -3.501 -4.500
H -0.235 -4.046 -2.334
H 0.030 -2.254 -0.585
O 2.915 1.005 -0.442
S 4.444 0.939 -0.737
C 4.657 1.774 -2.345
C 4.468 0.721 -3.423
C 5.139 -0.538 -2.888
C 4.595 -0.734 -1.481
H 5.678 2.155 -2.333
H 3.966 2.612 -2.404
H 4.917 1.045 -4.362
H 3.405 0.543 -3.600
H 6.221 -0.402 -2.858
H 4.929 -1.407 -3.512
H 5.237 -1.345 -0.851
H 3.575 -1.142 -1.489
```

Output
**Charge**: +3
**Highest occupied orbital energy**: -15.5 eV
**Energy relative to the best compared isomer or geometry (same formula, charge and spin)**: 138.1 kJ/mol
**E_LUMO**: -0.3207 Eh

Atomic partial charges in e from the Löwdin method, atoms 1 to 6: 1.4146 0.0088 -0.1107 -0.0017 -0.3738 -0.0164

=====

No. 2
The following is a DFT calculation (ωB97M-V/def2-TZVPD) of a molecular structure, C26H32BBr27FN3O4.

```
94
Properties=species:S:1:pos:R:3
C -4.325 5.753 3.396
C -2.734 5.321 3.447
C -1.888 5.682 2.089
O -2.305 4.912 0.888
C -1.422 3.728 0.899
C 0.120 3.698 0.334
C 1.111 2.352 0.404
B 2.637 2.559 -0.174
N 3.872 2.092 0.577
O 2.895 3.274 -1.473
C 0.531 0.938 1.038
C 1.441 -0.422 1.137
C 0.773 -1.752 0.429
C 0.716 -3.041 1.493
F -0.525 -1.510 -0.240
C -1.040 1.014 1.605
C -2.019 2.337 1.533
C -3.481 1.940 2.160
O -4.559 2.689 2.430
N -3.336 0.431 2.316
N -4.362 -0.363 1.821
C -3.972 -1.072 0.707
C -3.912 -2.731 0.898
C -3.613 -0.441 -0.766
C -1.938 -0.148 2.335
O -1.623 -1.320 2.892
H -4.737 5.754 2.282
H -4.916 4.892 3.954
H -4.558 6.760 3.958
H -2.249 5.925 4.356
H -2.613 4.167 3.672
H -0.752 5.448 2.326
H -1.934 6.836 1.844
H 0.550 4.700 -0.118
H 3.654 1.429 1.352
H 4.620 1.741 -0.060
H 2.369 2.813 -2.190
H 1.609 -0.623 2.301
H 2.528 -0.322 0.684
H 1.523 -2.113 -0.426
H 0.766 -2.611 2.606
H -0.376 -3.514 1.410
H 1.554 -3.831 1.286
H -4.803 -2.978 1.653
H -4.111 -3.215 -0.149
H -2.901 -3.076 1.405
H -4.620 -0.092 -1.304
H -2.863 0.462 -0.744
H -3.218 -1.350 -1.427
C -6.152 -3.340 -3.282
Br -7.049 -3.703 -1.595
Br -5.919 -1.432 -3.582
Br -4.470 -4.307 -3.431
H -6.805 -3.711 -4.078
C -2.667 -8.261 -2.835
Br -4.405 -8.075 -3.688
Br -1.220 -7.702 -4.008
Br -2.602 -7.347 -1.119
H -2.522 -9.328 -2.634
C -0.998 2.340 -3.445
Br 0.492 2.492 -4.687
Br -2.306 1.028 -4.041
Br -0.394 1.986 -1.630
H -1.503 3.311 -3.431
C 2.170 -4.515 -3.063
Br 3.404 -3.620 -1.854
Br 0.594 -5.172 -2.132
Br 1.699 -3.390 -4.579
H 2.693 -5.389 -3.463
C 3.277 6.079 -3.751
Br 1.539 6.265 -4.605
Br 4.724 6.638 -4.925
Br 3.342 6.993 -2.035
H 3.422 5.012 -3.551
C 4.786 -3.013 2.535
Br 6.320 -3.836 1.668
Br 4.929 -3.080 4.474
Br 4.477 -1.202 1.894
H 3.907 -3.605 2.259
C 7.099 -5.446 -3.137
Br 6.821 -4.948 -4.996
Br 7.426 -3.893 -2.012
Br 5.642 -6.540 -2.455
H 8.004 -6.062 -3.102
C -4.957 6.729 -0.937
Br -5.235 7.228 -2.797
Br -4.630 8.283 0.187
Br -6.414 5.636 -0.255
H -4.052 6.114 -0.903
C 9.106 -3.599 5.687
Br 9.725 -2.642 4.110
Br 8.286 -5.301 5.225
Br 10.521 -3.811 7.006
H 8.328 -2.983 6.150
```

Output
**Charge**: 0
**Highest occupied orbital energy**: -7.9 eV
**E_LUMO**: -0.0636 Eh

Atomic partial charges in e from the Löwdin method, atoms 1 to 6: -0.1369 -0.2060 -0.2012 -0.1587 -0.1314 -0.0427

=====

No. 3
The following is a DFT calculation (ωB97M-V/def2-TZVPD) of a molecular structure, C26H32BCl4F4N7O3STeZr.

```
80
Properties=species:S:1:pos:R:3
Zr -0.182 -0.124 -1.163
C 1.836 -1.815 0.975
C 0.411 -2.024 1.457
N -0.523 -2.031 0.323
C -0.596 -3.298 -0.416
C 0.565 -3.431 -1.392
N 0.800 -2.155 -2.093
C 2.209 -1.817 -2.357
C 2.857 -1.059 -1.158
N 1.876 -0.780 -0.086
H 2.471 -1.505 1.807
H 2.260 -2.734 0.576
H 0.342 -2.956 2.030
H 0.114 -1.209 2.117
H -1.445 -1.828 0.720
H -0.596 -4.154 0.270
H -1.539 -3.293 -0.962
H 1.481 -3.722 -0.882
H 0.348 -4.223 -2.116
H 0.299 -2.169 -2.975
H 2.802 -2.708 -2.584
H 2.222 -1.167 -3.232
H 3.696 -1.632 -0.757
H 3.251 -0.109 -1.516
H 2.119 0.113 0.354
Cl -2.667 0.121 -7.502
C -2.480 -0.209 -5.824
C -3.502 -0.816 -5.104
Cl -4.983 -1.231 -5.879
C -3.331 -1.099 -3.745
Cl -4.567 -1.863 -2.814
C -2.146 -0.777 -3.109
O -1.895 -1.046 -1.813
C -1.124 -0.136 -3.835
O -0.001 0.179 -3.154
C -1.286 0.132 -5.181
Cl 0.017 0.893 -6.018
C 3.963 2.504 4.327
N 2.572 2.839 4.552
C 1.550 2.190 3.978
N 0.312 2.649 4.279
S 1.759 0.879 2.953
H 4.566 3.090 5.017
H 4.264 2.726 3.303
H 4.127 1.443 4.510
H 2.368 3.637 5.130
H 0.180 3.542 4.721
H -0.444 2.297 3.716
N -4.440 2.294 2.935
C -4.553 1.393 3.935
O -4.913 1.670 5.063
C -4.186 -0.010 3.542
C -5.051 -1.063 3.783
C -4.685 -2.328 3.361
C -3.477 -2.480 2.699
N -2.623 -1.481 2.476
C -2.977 -0.275 2.915
H -4.648 3.259 3.132
H -4.159 2.025 2.007
H -5.991 -0.886 4.288
H -5.326 -3.182 3.526
H -3.186 -3.452 2.316
H -2.265 0.522 2.742
F -1.182 0.646 0.593
B -2.297 1.535 0.000
F -2.210 2.739 0.605
F -3.479 0.903 0.211
F -1.904 1.551 -1.369
Te 1.071 2.530 -0.778
C 2.936 2.334 -1.749
C 4.118 2.602 -1.065
C 5.349 2.459 -1.698
C 5.415 2.050 -3.020
C 4.239 1.799 -3.716
C 3.009 1.945 -3.090
H 4.080 2.916 -0.030
H 6.259 2.669 -1.150
H 6.374 1.940 -3.510
H 4.277 1.496 -4.755
H 2.096 1.763 -3.646
```

Output
**Charge**: 0
**Highest occupied orbital energy**: -7.0 eV
**Energy relative to the best compared isomer or geometry (same formula, charge and spin)**: 81.4 kJ/mol
**E_LUMO**: 0.0063 Eh

Atomic partial charges in e from the Löwdin method, atoms 1 to 6: 1.6807 -0.2022 -0.1987 -0.1488 -0.1716 -0.1562

=====

No. 4
The following is a DFT calculation (ωB97M-V/def2-TZVPD) of a molecular structure, C26H32Br57O5PS.

```
122
Properties=species:S:1:pos:R:3
C 2.819 2.925 1.428
C 1.819 3.720 0.535
C 2.597 4.053 -0.773
C 0.695 2.702 0.159
C -0.729 3.074 0.590
O -1.276 4.367 0.261
C -2.642 4.175 0.349
O -3.451 4.980 0.423
O -2.939 2.816 0.338
C -1.738 2.248 -0.245
P -1.598 0.419 -0.302
O -2.983 -0.153 -0.936
O -1.370 -0.130 1.208
S -0.160 -0.240 -1.407
H 2.888 1.943 0.945
H 3.826 3.365 1.388
H 2.474 2.854 2.467
H 1.405 4.600 1.042
H 3.535 4.568 -0.518
H 2.037 4.640 -1.514
H 2.879 3.083 -1.212
H 0.669 2.551 -0.930
H 0.872 1.704 0.579
H -0.876 2.986 1.676
H -1.680 2.745 -1.226
H -3.599 -0.399 -0.218
H -1.254 -1.098 1.172
C 3.572 -2.019 -0.070
Br 2.889 -0.649 1.104
Br 2.627 -3.677 0.176
Br 3.573 -1.478 -1.919
H 4.604 -2.190 0.210
C -6.357 -0.004 -1.413
Br -6.101 -1.683 -0.496
Br -7.861 0.002 -2.609
Br -6.446 1.462 -0.163
H -5.475 0.152 -2.023
C 0.929 -3.081 3.378
Br 1.156 -4.639 4.496
Br -0.527 -3.317 2.126
Br 0.724 -1.468 4.416
H 1.836 -2.970 2.793
C 1.440 -8.893 2.721
Br 3.168 -9.528 3.314
Br 0.179 -8.781 4.180
Br 1.562 -7.225 1.761
H 1.055 -9.628 2.023
C -5.006 5.850 -1.795
Br -5.259 7.572 -2.628
Br -6.578 5.287 -0.831
Br -4.434 4.517 -3.066
H -4.210 5.961 -1.069
C 2.189 -6.371 -3.081
Br 3.909 -6.988 -2.462
Br 0.907 -6.295 -1.641
Br 2.324 -4.684 -4.005
H 1.825 -7.099 -3.793
C -5.971 2.689 -6.690
Br -4.286 1.844 -6.276
Br -7.161 2.671 -5.175
Br -5.727 4.472 -7.386
H -6.438 2.104 -7.471
C 5.864 -5.458 2.118
Br 5.971 -5.135 0.218
Br 4.856 -4.090 3.029
Br 5.145 -7.200 2.515
H 6.873 -5.420 2.505
C 4.575 -6.561 6.391
Br 4.211 -4.863 7.231
Br 5.690 -7.685 7.493
Br 2.959 -7.470 5.863
H 5.131 -6.354 5.485
C 6.897 4.631 1.619
Br 6.937 4.979 -0.278
Br 5.875 5.966 2.565
Br 6.279 2.844 2.006
H 7.916 4.698 1.976
C 7.968 -10.574 6.221
Br 9.543 -9.508 6.548
Br 7.421 -10.491 4.372
Br 8.198 -12.393 6.820
H 7.166 -10.144 6.806
C 7.179 -2.535 -4.492
Br 8.697 -1.363 -4.281
Br 6.968 -3.709 -2.974
Br 5.565 -1.549 -4.872
H 7.378 -3.160 -5.353
C -8.502 7.595 2.466
Br -8.968 8.924 3.785
Br -9.657 6.053 2.560
Br -8.454 8.342 0.690
H -7.500 7.256 2.695
C -10.987 -3.148 -3.459
Br -10.625 -1.514 -4.421
Br -10.828 -4.695 -4.600
Br -9.890 -3.308 -1.881
H -12.016 -3.101 -3.129
C 4.221 -0.177 -8.787
Br 5.992 -0.758 -8.293
Br 3.016 -0.193 -7.278
Br 4.251 1.543 -9.657
H 3.841 -0.891 -9.505
C 0.764 8.028 -2.136
Br 0.219 9.583 -3.140
Br -0.668 7.310 -1.074
Br 1.537 6.673 -3.266
H 1.538 8.348 -1.451
C -9.041 12.233 0.180
Br -8.150 11.684 -1.440
Br -7.786 12.838 1.514
Br -10.408 13.550 -0.167
H -9.535 11.358 0.583
C -1.272 -10.060 0.001
Br 0.082 -11.292 0.622
Br -1.504 -10.164 -1.910
Br -2.936 -10.300 0.942
H -0.919 -9.061 0.225
C 1.537 3.987 5.611
Br 0.628 2.890 4.309
Br 1.950 2.999 7.214
Br 3.104 4.822 4.860
H 0.855 4.778 5.891
```

Output
**Charge**: 0
**Highest occupied orbital energy**: -9.1 eV
**E_LUMO**: -0.0167 Eh

Atomic partial charges in e from the Löwdin method, atoms 1 to 6: -0.1462 -0.3517 -0.0741 -0.1404 -0.2562 0.0293

=====

No. 5
The following is a DFT calculation (ωB97M-V/def2-TZVPD) of a gas-phase ion, C26H32BrN3O4P (charge +1).

```
67
Properties=species:S:1:pos:R:3
C 3.901 -0.761 2.115
C 3.619 0.569 1.370
C 2.836 0.317 0.038
C 1.979 1.593 -0.405
C 3.075 2.687 -0.448
C 0.785 1.558 0.530
C -0.165 0.448 0.512
C -0.188 -0.628 -0.488
P 0.930 -0.670 -2.031
N 1.651 -2.250 -2.121
O -0.026 -0.473 -3.387
C -1.082 -1.701 -0.428
C -1.179 -2.883 -1.399
C -1.837 -2.619 -2.767
C -1.134 -3.114 -3.875
C -1.605 -2.908 -5.168
C -2.782 -2.204 -5.404
C -3.497 -1.751 -4.297
C -3.047 -1.948 -2.990
C -3.902 -1.418 -1.845
C -2.018 -1.740 0.640
C -2.120 -0.750 1.581
C -3.226 -1.035 2.591
C -2.700 -1.593 3.951
O -3.449 -2.285 4.599
C -1.206 0.352 1.526
C -1.280 1.420 2.503
Br -2.506 1.547 3.986
C -0.411 2.477 2.404
N -0.499 3.523 3.365
N 0.573 2.536 1.434
C 1.337 3.777 1.536
C 2.470 3.714 2.574
O 2.368 3.050 3.574
O 3.576 4.466 2.303
H 4.238 -1.566 1.446
H 3.044 -1.046 2.741
H 4.739 -0.569 2.807
H 4.582 1.055 1.151
H 3.011 1.220 2.014
H 2.191 -0.545 0.270
H 3.534 0.053 -0.772
H 1.671 1.519 -1.453
H 3.477 3.101 0.477
H 3.931 2.292 -1.019
H 2.721 3.548 -1.048
H 2.039 -2.329 -3.057
H 2.361 -2.347 -1.404
H 0.223 0.417 -3.671
H -0.248 -3.454 -1.495
H -1.859 -3.623 -0.925
H -0.201 -3.674 -3.771
H -1.045 -3.302 -6.019
H -3.175 -1.990 -6.398
H -4.428 -1.197 -4.436
H -4.011 -2.138 -1.017
H -4.899 -1.126 -2.203
H -3.398 -0.535 -1.413
H -2.687 -2.603 0.690
H -3.884 -1.844 2.234
H -3.925 -0.202 2.747
H -1.669 -1.369 4.314
H -0.320 3.167 4.296
H -1.408 3.966 3.293
H 0.734 4.636 1.871
H 1.664 4.189 0.575
H 3.754 4.994 3.098
```

Output
**SMILES string**: CCC[C@H](C)c1c2c(P(N)O)c(Cc3ccccc3C)cc(CC=O)c2c(Br)c(N)[n+]1CC(=O)O
**Charge**: +1
**Highest occupied orbital energy**: -10.3 eV
**Energy relative to the best compared isomer or geometry (same formula, charge and spin)**: 0.0 kJ/mol
**E_LUMO**: -0.1565 Eh

Atomic partial charges in e from the Löwdin method, atoms 1 to 6: -0.0905 -0.2293 -0.2096 -0.2868 -0.0681 -0.0318

=====

No. 6
The following is a DFT calculation (ωB97M-V/def2-TZVPD) of a molecular structure, C26H32CrNO5S.

```
66
Properties=species:S:1:pos:R:3
O -0.418 -0.224 -4.477
C -0.966 0.760 -5.488
C -0.394 -0.010 -6.655
H -0.563 1.763 -5.315
H -2.066 0.771 -5.513
C -0.168 -1.108 -5.620
H 0.534 0.431 -7.029
H -1.079 -0.305 -7.442
C 1.232 -1.633 -5.576
H 1.915 -0.810 -5.354
H 1.501 -2.064 -6.544
H 1.309 -2.390 -4.796
C -1.239 -2.177 -5.716
H -2.241 -1.740 -5.720
H -1.179 -2.874 -4.877
H -1.119 -2.750 -6.641
Cr -0.262 -0.330 -1.557
C -2.191 -0.739 -0.593
C -1.991 0.678 -0.482
C -1.824 1.210 -1.798
H -2.054 1.258 0.436
C -2.061 0.128 -2.730
C -2.249 -1.086 -1.989
H -2.430 -2.081 -2.414
H -2.362 -1.411 0.242
H -1.723 2.262 -2.054
H -2.330 0.276 -3.763
C 1.131 -2.052 -0.017
C 0.245 -2.685 -0.926
C 0.595 -2.281 -2.267
H -0.493 -3.451 -0.683
C 1.726 -1.356 -2.161
C 2.026 -1.218 -0.753
H 2.895 -0.707 -0.339
H 1.215 -2.281 1.041
H 0.168 -2.715 -3.172
H 2.359 -1.016 -2.978
O 2.859 2.598 -4.419
C 1.873 2.003 -3.559
C 0.706 2.996 -3.346
H 2.371 1.776 -2.590
H 1.570 1.037 -4.015
C 1.183 4.326 -3.936
H 0.502 3.141 -2.282
H -0.210 2.642 -3.829
C 2.603 4.026 -4.448
H 1.131 5.123 -3.195
H 0.526 4.596 -4.762
H 3.362 4.552 -3.837
H 2.729 4.393 -5.478
O -0.172 -0.437 2.195
C 0.453 0.532 1.754
N 0.583 0.813 0.385
S 1.468 2.151 0.086
O 2.700 1.832 -0.610
O 0.691 3.278 -0.385
C 1.799 2.484 1.755
C 2.510 3.592 2.213
C 2.668 3.734 3.596
C 2.102 2.780 4.470
C 1.367 1.694 3.970
C 1.187 1.554 2.574
H 2.918 4.292 1.482
H 3.231 4.583 3.990
H 2.259 2.900 5.548
H 0.948 0.937 4.637
```

Output
**Charge**: -1
**Highest occupied orbital energy (spin up / spin down)**: -2.6 / -4.3 eV
**Energy relative to the best compared isomer or geometry (same formula, charge and spin)**: 0.0 kJ/mol
**2S+1**: 5
**Expectation value of S²**: 6.03
**E_LUMO (spin up / spin down)**: 0.0970 / 0.0967 Eh

Atomic partial charges in e from the Löwdin method, atoms 1 to 6: -0.1627 -0.1278 -0.0805 0.1008 0.1156 -0.5777

=====

We obtain DFT total energy values of -109675.0600 -1934663.4771 -125112.5789 -4050259.9055 -119465.2861 -78462.9882 eV for the records listed above, in that order.
We obtain F_max values of 3.058 8.914 1.154 4.689 2.447 3.180 eV Å⁻¹ for the records listed above, in that order.